Density functional theory data (ωB97M-V with the def2-TZVPD basis set) for a molecular structure, C6H6MnNO2P at a distorted geometry.

Calculated values
charge: +2
total energy: -1929.0008 a.u.
2S+1: 6

```
17
C6H6MnNO2P, DFT ωB97M-V with the def2-TZVPD basis set
N 2.9669 -0.3603 0.8575
P 1.4389 -0.8122 1.2874
C 0.1758 -0.1190 0.1569
C -0.2375 1.1458 0.2479
C -1.3267 1.5968 -0.7868
O -1.3147 2.6683 -1.2634
C -2.3637 0.5032 -1.1023
C -1.9519 -0.7666 -1.1793
C -0.4454 -0.9847 -0.9844
O 0.2098 -1.6985 -1.6466
H 3.4537 -1.2451 0.6863
H 1.3189 -2.2304 1.2701
H 1.0926 -0.3323 2.5844
H 0.1390 1.8603 1.0163
H -3.4212 0.7577 -1.2636
H -2.6500 -1.5919 -1.3723
Mn 2.9155 1.6088 1.4919
```

Atomic partial charges in e from the Mulliken method, atoms 1 to 4: number 1, N, carries -0.573; number 2, P, carries 0.119; number 3, C, carries 0.770; number 4, C, carries -0.352